C13H21N4NiO8S3 as an isolated structure. Source: the Open Molecules 2025 dataset; level of theory: ωB97M-V/def2-TZVPD.

Each line ends with the Löwdin spin population.
Cartesian coordinates (Å):
Ni (1.90, 0.30, -1.66)  1.693
N (2.35, 0.55, 0.30)  0.053
C (1.22, 1.22, 0.93)  0.004
C (1.57, 1.88, 2.26)  0.003
C (2.21, 0.90, 3.25)  0.001
C (1.26, -0.12, 3.89)  0.000
N (0.60, -1.08, 3.01)  0.000
C (1.23, -2.00, 2.22)  0.000
N (2.51, -2.36, 2.57)  0.000
N (0.57, -2.53, 1.24)  0.000
C (0.53, 2.17, -0.09)  0.003
O (-0.27, 2.99, 0.35)  0.002
O (0.82, 1.97, -1.32)  0.038
H (2.60, -0.35, 0.69)  0.002
H (3.21, 1.08, 0.25)  0.000
H (0.46, 0.46, 1.09)  0.000
H (0.68, 2.35, 2.67)  0.000
H (2.28, 2.68, 2.07)  0.000
H (2.66, 1.46, 4.07)  0.000
H (3.04, 0.39, 2.76)  0.001
H (0.46, 0.40, 4.42)  0.000
H (1.80, -0.68, 4.66)  0.000
H (-0.31, -0.84, 2.66)  0.000
H (3.03, -1.74, 3.16)  0.000
H (3.05, -2.76, 1.82)  0.000
H (0.02, -1.60, -0.12)  0.000
H (1.12, -3.25, 0.78)  0.000
O (2.81, -1.55, -1.70)  0.060
S (4.21, -1.01, -1.91)  0.003
O (4.75, -0.56, -0.62)  -0.001
O (5.06, -1.94, -2.61)  0.007
S (3.74, 0.66, -3.02)  0.100
C (-6.04, 1.49, -2.04)  0.000
C (-4.70, 0.81, -2.10)  0.000
C (-4.59, -0.51, -2.55)  0.000
C (-3.37, -1.15, -2.57)  0.000
C (-2.24, -0.47, -2.14)  0.000
C (-2.31, 0.85, -1.71)  0.000
C (-3.55, 1.47, -1.69)  0.000
S (-0.66, -1.25, -2.23)  0.002
O (-0.84, -2.66, -2.35)  0.002
O (0.14, -0.51, -3.17)  0.009
O (-0.01, -0.88, -0.85)  0.017
H (-6.69, 1.15, -2.85)  0.000
H (-5.93, 2.57, -2.12)  0.000
H (-6.55, 1.28, -1.10)  0.000
H (-5.48, -1.03, -2.88)  0.000
H (-3.28, -2.18, -2.90)  0.000
H (-1.42, 1.39, -1.42)  0.000
H (-3.61, 2.50, -1.35)  0.000

The value obtained for the orbital gap (alpha / beta) is 0.26525 / 0.26317 hartree. The value obtained for the relative energy (zero: lowest compared OMol25 entry of this formula, charge and spin) is 48.1 kJ/mol. The total charge is -1. The multiplicity is 3. For the largest force on an atom, the calculation gives 0.00951 hartree/bohr. Its HOMO energy (alpha / beta) is -4.8 / -4.7 eV.

One molecule with the formula C4H6N4. Source: the Open Molecules 2025 dataset; level of theory: ωB97M-V/def2-TZVPD.

Each line ends with the Löwdin charge.
Cartesian coordinates (Å):
N (-2.09, -0.71, -0.45)  -0.008
C (-1.05, -0.32, 0.33)  -0.363
C (-0.42, 1.13, 0.21)  -0.069
N (0.88, 0.52, -0.07)  -0.064
C (2.19, 0.51, -0.26)  -0.197
N (2.56, -0.71, -0.10)  -0.041
N (1.57, -1.62, 0.23)  0.064
C (0.50, -0.79, 0.24)  -0.190
H (-1.67, -1.39, -1.33)  0.193
H (-3.00, -1.15, -0.02)  0.130
H (-1.24, -0.29, 1.46)  0.147
H (-0.42, 1.72, 1.15)  0.121
H (-0.57, 1.68, -0.74)  0.125
H (2.76, 1.43, -0.65)  0.151

The value obtained for the orbital gap is 0.36068 hartree. The value obtained for the relative energy (zero: lowest compared OMol25 entry of this formula, charge and spin) is 410.2 kJ/mol. The total charge is 0. Its SMILES is N[C@@H]1Cn2cnnc21. The multiplicity is 1. For the largest force on an atom, the calculation gives 0.12747 hartree/bohr. Its HOMO energy is -9.2 eV.

One molecule with the formula CH6N4O2S. Source: the Open Molecules 2025 dataset; level of theory: ωB97M-V/def2-TZVPD.

Each line ends with the Löwdin spin population.
Cartesian coordinates (Å):
C (-0.35, -0.88, -0.66)  0.039
N (0.49, -1.73, -0.94)  0.348
N (-1.51, -0.91, -1.34)  -0.024
N (-0.11, 0.16, 0.18)  0.447
N (-1.23, 1.10, 0.41)  0.227
O (0.95, 1.16, 2.09)  0.156
O (2.46, 0.53, 0.27)  0.113
S (1.21, -0.04, 1.27)  0.613
H (1.23, -1.83, -0.35)  0.020
H (-1.39, -1.38, -2.22)  -0.001
H (-2.01, -0.12, -1.37)  0.002
H (-0.69, 2.00, 0.64)  0.013
H (2.83, 1.17, 0.82)  0.014
H (-1.87, 0.77, 1.19)  0.033

The value obtained for the orbital gap (alpha / beta) is 0.20534 / 0.22359 hartree. The total charge is 0. The multiplicity is 3. For the largest force on an atom, the calculation gives 0.09147 hartree/bohr. Its HOMO energy (alpha / beta) is -4.8 / -9.6 eV.

One molecule with the formula C3H7N3O. Source: the Open Molecules 2025 dataset; level of theory: ωB97M-V/def2-TZVPD.

Each line ends with the Löwdin charge.
Cartesian coordinates (Å):
C (-0.49, -1.48, -0.66)  -0.095
N (-0.80, -0.55, 0.41)  -0.064
C (0.31, 0.09, 1.08)  -0.358
N (0.14, 0.10, 2.50)  0.021
O (1.16, -0.10, 3.14)  0.010
N (-0.56, 0.88, 0.27)  -0.071
C (-0.03, 1.46, -0.93)  -0.091
H (-0.65, -2.48, -0.27)  0.086
H (0.52, -1.41, -1.07)  0.075
H (-1.20, -1.30, -1.47)  0.085
H (1.33, -0.12, 0.72)  0.154
H (0.86, 0.96, -1.34)  0.076
H (0.22, 2.50, -0.70)  0.088
H (-0.82, 1.46, -1.68)  0.086

The value obtained for the orbital gap is 0.32627 hartree. The value obtained for the relative energy (zero: lowest compared OMol25 entry of this formula, charge and spin) is 556.4 kJ/mol. The total charge is 0. Its SMILES is CN1C(N=O)N1C. The multiplicity is 1. For the largest force on an atom, the calculation gives 0.03753 hartree/bohr. Its HOMO energy is -9.1 eV.

A 12-piece molecular cluster, C4H22BO19 overall. Source: the Open Molecules 2025 dataset; level of theory: ωB97M-V/def2-TZVPD.

Each line ends with the Löwdin charge.
Cartesian coordinates (Å):
O (-3.49, -0.57, 1.42)  0.137
C (-2.39, -0.92, 1.04)  -0.346
O (-1.66, -0.31, 0.15)  0.218
B (-0.27, -0.83, 0.14)  -0.865
O (-0.30, -1.93, 1.10)  0.222
C (-1.50, -1.97, 1.69)  -0.360
O (-1.85, -2.69, 2.57)  0.183
O (0.68, 0.26, 0.50)  0.245
C (1.46, 0.53, -0.51)  -0.355
O (2.32, 1.37, -0.53)  0.144
C (1.10, -0.46, -1.66)  -0.384
O (0.13, -1.20, -1.21)  0.260
O (1.67, -0.56, -2.71)  0.149
O (-2.09, 1.85, -1.79)  -0.053
H (-2.48, 1.35, -2.51)  0.037
H (-2.01, 1.21, -1.06)  0.007
O (0.60, 4.19, -0.13)  -0.068
H (1.47, 4.54, 0.10)  0.017
H (0.73, 3.76, -0.99)  0.029
O (1.93, -0.79, -5.92)  -0.067
H (1.97, -0.99, -4.97)  0.003
H (1.00, -0.82, -6.13)  0.031
O (4.64, 2.92, -2.51)  -0.064
H (4.97, 2.40, -3.25)  0.029
H (3.85, 2.45, -2.22)  0.011
O (-3.17, -1.76, 5.18)  -0.082
H (-2.82, -2.33, 4.48)  -0.001
H (-3.41, -0.94, 4.71)  -0.009
O (1.45, -1.31, 3.42)  -0.050
H (1.03, -0.48, 3.17)  0.029
H (1.10, -1.95, 2.79)  0.019
O (2.81, 3.46, 1.56)  -0.068
H (2.44, 2.72, 1.05)  0.001
H (2.61, 3.26, 2.47)  0.039
O (-3.14, 0.95, 4.08)  -0.043
H (-3.41, 1.76, 4.53)  0.051
H (-3.46, 1.06, 3.17)  0.033
O (3.47, -3.03, -1.94)  -0.048
H (4.38, -2.78, -1.75)  0.050
H (2.99, -2.19, -1.94)  0.013
O (0.87, -4.17, -2.69)  -0.064
H (1.74, -3.80, -2.90)  0.004
H (0.74, -3.99, -1.75)  0.024
O (-5.90, 0.76, 0.44)  -0.075
H (-5.70, 1.69, 0.58)  0.026
H (-5.11, 0.28, 0.75)  -0.011

The value obtained for the orbital gap is 0.37873 hartree. The value obtained for the relative energy (zero: lowest compared OMol25 entry of this formula, charge and spin) is 35.6 kJ/mol. The total charge is -1. The multiplicity is 1. For the largest force on an atom, the calculation gives 0.02930 hartree/bohr. Its HOMO energy is -8.3 eV.

A 4-piece molecular cluster, C24H56BClO4PS2 overall. Source: the Open Molecules 2025 dataset; level of theory: ωB97M-V/def2-TZVPD.

Each line ends with the Löwdin charge.
Cartesian coordinates (Å):
O (7.19, -4.00, 4.62)  -0.436
S (7.68, -3.22, 3.35)  0.494
O (8.95, -2.41, 3.72)  -0.427
Cl (8.16, -4.72, 1.92)  0.253
C (6.32, -2.18, 2.58)  -0.294
C (5.90, -0.84, 3.44)  -0.205
C (4.73, -0.07, 2.58)  -0.222
C (3.31, 0.13, 3.38)  -0.137
B (2.69, -1.23, 4.06)  -0.869
O (2.97, -2.55, 3.49)  -0.118
C (1.94, -3.40, 4.17)  -0.141
C (0.58, -2.50, 3.85)  -0.394
P (-0.01, -2.63, 2.02)  0.386
S (-0.67, -4.44, 1.57)  -0.046
O (1.20, -1.14, 3.98)  -0.175
H (5.35, -2.81, 2.29)  0.132
H (6.75, -1.78, 1.54)  0.124
H (5.65, -1.04, 4.56)  0.134
H (6.87, -0.14, 3.45)  0.118
H (4.58, -0.61, 1.54)  0.116
H (5.14, 1.02, 2.35)  0.106
H (3.38, 1.04, 4.14)  0.108
H (2.52, 0.48, 2.55)  0.103
H (3.01, -1.10, 5.20)  0.084
H (1.80, -4.51, 3.77)  0.123
H (2.20, -3.39, 5.34)  0.140
H (-0.36, -2.64, 4.53)  0.127
H (-1.04, -1.68, 1.67)  -0.042
H (1.14, -2.39, 1.19)  -0.003
C (-4.41, 1.99, 6.47)  -0.122
C (-4.28, 1.09, 5.26)  -0.278
C (-3.03, 0.20, 5.29)  -0.227
C (-1.70, 0.95, 5.28)  -0.216
C (-1.48, 1.89, 4.09)  -0.260
C (-1.46, 1.16, 2.75)  -0.120
H (-3.57, 2.69, 6.54)  0.065
H (-5.33, 2.58, 6.41)  0.065
H (-4.44, 1.41, 7.39)  0.073
H (-4.30, 1.69, 4.34)  0.097
H (-5.17, 0.44, 5.21)  0.102
H (-3.07, -0.49, 4.44)  0.099
H (-3.07, -0.43, 6.19)  0.109
H (-0.89, 0.21, 5.30)  0.104
H (-1.59, 1.52, 6.21)  0.100
H (-0.52, 2.40, 4.23)  0.108
H (-2.24, 2.67, 4.08)  0.094
H (-0.67, 0.40, 2.73)  0.049
H (-1.27, 1.88, 1.95)  0.065
H (-2.42, 0.68, 2.54)  0.060
C (-2.14, 0.10, -0.76)  -0.115
C (-3.19, 0.70, -1.68)  -0.265
C (-2.60, 1.26, -2.98)  -0.228
C (-1.61, 2.42, -2.81)  -0.227
C (-2.16, 3.64, -2.06)  -0.270
C (-3.33, 4.30, -2.78)  -0.118
H (-1.41, 0.85, -0.43)  0.063
H (-2.62, -0.31, 0.14)  0.060
H (-1.60, -0.71, -1.25)  0.081
H (-3.75, 1.48, -1.15)  0.099
H (-3.91, -0.08, -1.94)  0.106
H (-3.42, 1.58, -3.63)  0.100
H (-2.09, 0.45, -3.52)  0.097
H (-1.27, 2.73, -3.80)  0.096
H (-0.72, 2.06, -2.28)  0.105
H (-1.35, 4.37, -1.96)  0.106
H (-2.46, 3.37, -1.05)  0.099
H (-3.03, 4.62, -3.79)  0.074
H (-3.65, 5.19, -2.23)  0.068
H (-4.18, 3.63, -2.87)  0.065
C (-0.76, -1.83, -9.35)  -0.119
C (0.48, -1.35, -8.61)  -0.276
C (0.41, -1.61, -7.10)  -0.226
C (-0.72, -0.88, -6.36)  -0.227
C (-0.71, 0.64, -6.50)  -0.272
C (0.53, 1.29, -5.92)  -0.116
H (-1.66, -1.30, -9.02)  0.065
H (-0.65, -1.65, -10.42)  0.068
H (-0.92, -2.90, -9.20)  0.075
H (0.65, -0.29, -8.81)  0.098
H (1.35, -1.88, -9.01)  0.104
H (1.38, -1.34, -6.65)  0.101
H (0.30, -2.69, -6.93)  0.111
H (-0.65, -1.14, -5.29)  0.107
H (-1.68, -1.27, -6.70)  0.102
H (-1.59, 1.04, -5.97)  0.092
H (-0.83, 0.93, -7.55)  0.099
H (0.64, 1.05, -4.86)  0.074
H (0.47, 2.38, -6.02)  0.070
H (1.44, 0.97, -6.45)  0.066

The value obtained for the orbital gap is 0.23845 hartree. The total charge is -1. The multiplicity is 1. For the largest force on an atom, the calculation gives 0.14051 hartree/bohr. Its HOMO energy is -5.0 eV.